1.
C5H8F2O4 in the gas phase in a non-equilibrium geometry. Source: OMol25; level of theory: wB97M-V/def2-TZVPD.

Molecular weight = 170.11 g mol⁻¹
ΔE to the lowest compared entry with this formula, charge and spin = 340.9 kJ/mol
LUMO energy = 0.5 eV
SMILES string = OC[C@H](O/C=C(\O)F)[C@@H](O)F
E = -695.84117 Ha
Strongest force on any atom = 5.88 eV Å⁻¹

ORCA input file:
```
! wB97M-V def2-TZVPD RIJCOSX def2/J DEFGRID3
* xyz 0 1
H 2.211 1.490 -1.450
H -0.787 1.749 0.554
C -2.204 0.774 -0.533
F -2.799 0.774 0.772
O 2.423 1.671 -0.477
C 1.713 0.787 0.379
O -0.457 -2.381 0.349
H 0.037 -3.151 0.565
C 0.252 -1.257 0.767
H 2.398 0.528 1.277
F 1.309 -1.663 1.421
C 0.937 -0.256 -0.350
H -0.425 -0.541 0.983
H -3.251 -0.623 -1.036
H 1.414 -0.875 -1.146
H 0.923 1.448 0.787
C -0.949 0.943 -0.255
O -2.777 0.098 -1.459
O 0.034 0.483 -1.147
*
```

=====

2.
C27H29Br2N2O4PS in the gas phase in a non-equilibrium geometry. Source: OMol25; level of theory: wB97M-V/def2-TZVPD.

Molecular weight = 668.39 g mol⁻¹
LUMO energy = -1.1 eV
SMILES string = [H]/N=C(\C)Cc1c(CCC)cc2c(c1[C@H](Br)[C@@H](C)Br)C(=O)c1c([PH2]=S)ccc(N(C(C)=O)C(C)=O)c1C2=O
E = -7344.18904 Ha
Strongest force on any atom = 3.76 eV Å⁻¹

ORCA input file:
```
! wB97M-V def2-TZVPD RIJCOSX def2/J DEFGRID3
* xyz 0 1
C -2.930 -2.105 -1.710
H -3.178 -2.096 -2.803
H 0.206 3.399 -0.350
C -3.976 -0.984 0.476
H 0.216 -4.534 3.763
P 2.764 4.078 1.369
N 2.221 -1.751 3.791
C -1.712 -1.145 -1.448
H -4.920 -1.055 -1.493
H 1.545 -4.294 2.557
H 3.183 4.086 0.010
C 1.555 -1.266 0.775
O 2.519 2.033 -1.092
H -0.747 -2.684 -0.058
C -4.233 -1.725 -0.894
H -3.322 -0.080 0.408
H 0.211 5.868 -1.225
H 3.858 -4.749 3.427
Br -2.112 4.279 -0.874
H 0.074 5.191 -2.887
C -0.369 2.530 -2.382
O -0.044 -1.760 4.012
C 0.562 0.556 -0.821
C 1.825 1.369 -0.360
C 0.489 4.986 -1.861
H -3.731 0.189 -2.528
H -0.742 -1.298 -4.059
C 2.568 2.334 2.033
C 3.648 -3.970 4.210
C 2.808 2.042 3.452
C 0.444 -0.798 -0.229
C -0.465 1.102 -1.751
O 4.151 -2.276 2.629
H -1.702 -1.694 -5.542
C 2.302 -0.446 3.165
C 2.705 0.691 4.025
C -2.657 -0.114 -4.386
H -0.724 -0.151 -5.465
H -0.102 -3.663 2.221
H 1.594 4.813 -1.908
H 3.808 4.653 2.153
C 0.925 -2.389 3.635
O 2.006 -2.384 0.752
H -4.984 -0.611 0.830
C -0.246 3.693 -1.327
C 3.348 -2.611 3.472
H 4.625 -3.823 4.751
C 2.166 1.212 1.175
H -2.967 1.715 -3.073
H -2.637 -3.143 -1.394
C -1.616 0.211 -2.045
C -0.680 -1.675 -0.529
Br 1.018 2.612 -3.825
H -3.647 -1.715 1.269
H 2.840 -4.265 4.925
C 0.663 -3.804 3.039
H -4.851 -2.641 -0.660
C -2.796 0.613 -2.995
H 2.894 0.484 5.103
C -1.366 -0.855 -4.876
C 2.032 -0.140 1.765
H -1.335 2.707 -2.930
N -3.713 -0.106 -5.123
H 3.084 2.861 4.153
S 1.126 5.122 1.539
H -3.477 -0.629 -5.977
*
```

=====

3.
A molecular structure, C29H35CuF3N4O2P2 in a non-equilibrium geometry. Source: OMol25; level of theory: wB97M-V/def2-TZVPD.

Molecular weight = 654.11 g mol⁻¹
LUMO energy (spin up / spin down) = -1.0 / -2.7 eV
E = -4118.20807 Ha
Strongest force on any atom = 2.95 eV Å⁻¹

ORCA input file:
```
! wB97M-V def2-TZVPD RIJCOSX def2/J DEFGRID3
* xyz 0 2
H 6.066 4.242 -2.403
C -1.619 -2.651 1.292
H -3.460 6.331 1.355
C 2.504 -0.424 -2.020
H 0.717 -2.332 -0.600
F 0.665 -5.888 6.100
C 2.086 -0.006 -4.212
H -1.499 -5.165 -0.847
C 0.808 3.223 -1.740
O 1.500 -2.756 5.206
H -5.094 1.387 -4.069
C 5.262 3.922 -1.749
C 0.923 -3.830 4.777
C -3.790 0.570 -1.117
H -2.822 2.688 -3.439
H 1.555 -1.391 0.556
H 1.912 -0.133 -5.272
C -3.251 5.852 -0.839
C -2.649 4.363 0.761
O -0.058 -3.896 4.021
H -2.192 -1.344 4.370
H -2.395 3.816 1.653
C 2.075 1.208 -3.533
C 1.490 -3.370 1.175
C 3.972 3.587 0.090
C 1.518 -5.261 5.228
N -2.388 3.788 -0.488
H 1.912 2.216 -3.900
N -2.898 1.536 -1.601
P -1.584 2.202 -0.656
C 0.247 -5.436 0.363
H -3.603 0.108 -0.157
P 1.892 2.019 -0.812
C -0.550 2.627 -2.133
H -2.373 -2.297 2.019
H 0.650 4.063 -1.040
H 2.278 -2.113 -3.413
C 4.176 3.146 -2.121
H 3.487 3.551 1.053
H -0.201 -6.162 1.060
H -1.043 3.327 -2.823
H 1.303 3.628 -2.639
H -0.876 -0.851 0.392
H -0.261 -1.150 2.041
C -1.534 -1.508 5.245
C 1.297 -4.688 1.087
H 1.974 -5.302 1.681
H -1.559 -2.596 5.462
H 2.227 -3.028 1.922
H -2.599 4.517 -2.518
C -4.782 0.373 -2.069
H 3.906 2.744 -3.088
H -3.604 6.747 -1.336
F 1.669 -6.101 4.153
H 2.768 -0.813 -1.049
H -1.897 -0.966 6.134
Cu 0.275 -1.262 4.665
C -2.755 4.714 -1.465
H 0.678 -6.042 -0.444
H 5.806 4.793 0.257
C -0.843 -4.524 -0.238
C 5.128 4.205 -0.348
F 2.729 -5.129 5.838
N 3.392 2.900 -0.984
C -0.504 -1.655 1.075
C 0.825 -2.213 0.485
H -0.456 1.676 -2.676
C -4.519 1.262 -3.161
H -5.598 -0.334 -2.005
H -2.478 -4.537 1.236
C -3.363 1.963 -2.849
H -0.352 -3.793 -0.888
C -1.682 -3.897 0.830
C 2.321 -1.041 -3.244
N 2.319 0.959 -2.173
C -3.178 5.633 0.575
*
```

=====

4.
7 unconnected molecules or ions with the total composition C30H78N4O11 in a non-equilibrium geometry. Source: OMol25; level of theory: wB97M-V/def2-TZVPD.

Molecular weight = 670.97 g mol⁻¹
ΔE to the lowest compared entry with this formula, charge and spin = 111.8 kJ/mol
LUMO energy (spin up / spin down) = 2.2 / 2.2 eV
E = -2236.01596 Ha
Strongest force on any atom = 3.01 eV Å⁻¹

ORCA input file:
```
! wB97M-V def2-TZVPD RIJCOSX def2/J DEFGRID3
* xyz -1 2
C -3.162 -20.741 1.448
H 0.735 -22.925 10.115
H -0.564 -13.316 -7.292
O -7.849 -24.348 -0.402
H -7.784 -20.176 -0.722
H -6.730 -24.116 1.424
C 0.679 -23.235 7.895
C -1.121 -15.447 -8.752
O -3.547 -21.328 -3.204
O -5.289 -19.709 1.413
H 0.006 -25.153 6.016
O -0.257 -24.579 9.962
H -1.042 -25.285 7.308
H -0.074 -22.808 6.015
H -1.534 -16.179 -6.860
H -2.524 -25.615 5.452
N -0.394 -23.277 6.850
H -6.773 -18.268 1.449
H 1.763 -25.174 10.441
H 0.940 -16.614 -6.235
C -2.081 -24.628 5.586
C 0.000 -24.297 -2.015
O -0.865 -25.341 -2.395
H -1.958 -13.465 0.441
H -9.414 -21.915 -0.491
C -2.957 -15.187 0.490
H 3.522 -20.435 -8.033
C 0.022 -23.988 -0.476
H -3.740 -23.631 3.416
C 2.731 -20.760 -7.357
H -8.381 -24.113 1.519
C -4.517 -20.576 2.201
H 1.026 -24.523 -2.305
H -2.402 -24.013 2.393
H 2.630 -18.229 -7.433
C 0.227 -14.057 -7.412
H -6.930 -24.870 -2.270
N -2.133 -19.694 1.676
H -3.474 -15.762 -0.278
C 0.032 -23.278 9.361
H 3.226 -20.919 -6.399
H -2.559 -23.723 -3.505
H -4.229 -20.055 3.114
C -0.417 -19.374 -2.809
H -2.834 -23.991 6.051
C -6.374 -19.017 2.133
C -3.704 -22.311 -2.256
H -10.824 -19.677 -0.251
C -1.234 -16.667 -7.788
C -11.423 -19.852 -2.836
H 0.352 -14.572 -6.459
H -4.599 -22.254 -1.638
H -6.810 -22.077 0.136
C 0.656 -17.633 -6.497
C 0.803 -25.549 10.087
C -3.435 -23.695 -2.857
H -7.144 -19.727 2.437
O -0.221 -19.145 -1.399
C -1.973 -16.014 1.196
H -1.246 -15.841 -9.760
C -7.590 -23.756 0.859
H 0.503 -26.397 10.704
H -6.151 -25.329 -0.881
H -1.018 -23.997 -0.150
H -2.861 -21.782 1.569
O -10.198 -20.303 -2.160
H -0.311 -18.837 0.976
H -6.002 -23.743 -1.315
H 0.460 -24.827 0.064
H -0.888 -22.694 9.403
H -2.937 -22.254 -1.483
H -1.651 -15.440 2.065
H -7.411 -21.966 1.742
H 0.647 -16.811 -8.330
H 0.577 -19.650 -3.162
H -2.263 -19.076 -0.942
H 1.466 -23.959 7.683
H -1.605 -20.707 -0.974
H 1.115 -26.060 9.176
H 0.563 -23.079 -0.215
O -1.800 -24.090 4.296
H -1.180 -16.382 0.545
H -4.178 -23.867 -3.635
N 0.010 -17.433 -7.853
H 0.164 -18.213 -5.716
H -9.851 -18.597 -0.941
H -5.964 -18.618 3.061
H -0.320 -20.592 1.018
H -3.458 -20.564 0.414
H -4.981 -21.519 2.490
H 2.478 -18.673 -5.641
H -2.722 -18.923 1.395
H -0.653 -18.405 -3.251
H -1.912 -14.711 -8.611
C -8.701 -20.193 -0.134
C -9.957 -19.681 -0.910
H -0.291 -23.378 -2.525
C -0.939 -19.715 0.828
C -2.840 -24.244 3.364
H -3.674 -14.849 1.239
H -3.079 -25.271 3.086
H -11.482 -20.414 -3.768
C 1.990 -18.532 -6.605
C -0.840 -24.630 6.461
H -12.280 -19.888 -2.164
O 1.624 -19.830 -7.129
H -1.050 -20.180 -3.178
H -8.641 -19.452 0.663
H 2.442 -21.731 -7.758
H -2.471 -16.918 1.545
H -11.384 -18.801 -3.123
H -1.914 -17.412 -8.199
O 0.192 -14.769 -8.566
O -2.349 -14.110 -0.153
C -1.386 -19.676 -0.698
H -3.394 -24.480 -2.101
H -0.321 -25.947 -2.904
C -7.698 -22.273 0.737
H 1.301 -22.340 7.885
H 1.203 -13.594 -7.263
C -6.771 -24.513 -1.253
N -8.958 -21.564 0.339
H -4.232 -21.509 -3.852
*
```

=====

Question: The highest strongest force on any atom belongs to which entry?
Answer: C5H8F2O4

=====

Question: Which value of strongest force on any atom does entry 1 give?
Answer: 5.88 eV Å⁻¹